{"formula": "C26H29AsClN7O4S2Y", "method": "the ωB97M-V functional and the def2-TZVPD basis", "species": ["Y", "N", "C", "S", "N", "N", "C", "C", "C", "C", "C", "C", "N", "H", "H", "H", "H", "H", "H", "H", "S", "C", "C", "N", "C", "H", "H", "H", "N", "C", "O", "C", "C", "C", "N", "C", "C", "H", "H", "H", "H", "H", "H", "Cl", "C", "C", "C", "C", "C", "C", "C", "O", "O", "H", "H", "H", "H", "C", "As", "C", "C", "O", "H", "H", "H", "H", "H", "H", "H", "H", "H"], "coordinates": [[0.23086, 0.76310, 0.01465], [0.71276, 5.12530, 2.07748], [0.56973, 3.83046, 1.74350], [1.09111, 3.36296, 0.15757], [0.06264, 3.06095, 2.68898], [-0.06367, 1.75922, 2.33626], [-0.55648, 1.00794, 3.24998], [-0.69613, -0.42846, 3.03591], [-1.17373, -1.24152, 4.06034], [-1.23250, -2.60807, 3.86764], [-0.80044, -3.13022, 2.65721], [-0.35404, -2.25200, 1.68633], [-0.31162, -0.92974, 1.85086], [1.00634, 5.78647, 1.38283], [0.35312, 5.44489, 2.96071], [-0.84584, 1.43177, 4.20740], [-1.48371, -0.79302, 4.99426], [-1.59858, -3.25808, 4.65109], [-0.80569, -4.19410, 2.46668], [-0.00307, -2.60937, 0.72641], [3.86624, 1.69513, -3.35962], [2.34083, 1.60655, -4.12631], [1.38086, 1.33676, -3.20947], [1.83501, 1.19207, -1.91911], [3.12754, 1.36717, -1.86697], [2.22750, 1.77206, -5.18412], [0.32187, 1.27343, -3.39879], [3.69897, 1.32573, -0.95247], [6.39829, -1.21766, 3.88902], [5.99337, -1.66303, 2.67594], [6.58690, -2.50609, 2.03941], [4.73672, -1.03765, 2.11543], [4.24192, 0.19890, 2.50262], [3.09448, 0.68188, 1.89463], [2.44013, -0.00105, 0.95253], [2.92537, -1.19085, 0.57407], [4.06731, -1.73866, 1.12085], [7.20650, -1.65763, 4.29703], [5.81188, -0.65654, 4.47861], [4.74097, 0.81222, 3.24049], [2.68642, 1.65183, 2.15328], [2.36653, -1.70134, -0.20233], [4.45599, -2.69050, 0.78760], [-7.77536, 2.16890, -3.11481], [-6.18022, 1.93278, -2.48844], [-5.08627, 2.24359, -3.28368], [-3.81206, 2.04293, -2.78340], [-3.63528, 1.53839, -1.49868], [-4.74287, 1.24575, -0.70887], [-6.02212, 1.43888, -1.20117], [-2.26791, 1.28095, -0.97860], [-2.11075, 0.84523, 0.20187], [-1.26458, 1.44206, -1.73609], [-5.23961, 2.64080, -4.27720], [-2.94293, 2.28858, -3.37908], [-4.59110, 0.87171, 0.29483], [-6.89242, 1.21566, -0.60045], [-2.61273, -2.23955, -1.18661], [-0.95533, -2.00100, -2.11521], [-1.29392, -1.11810, -3.77639], [-0.24661, -3.73538, -2.50929], [0.16086, -1.18683, -1.16974], [-3.35895, -2.63722, -1.87339], [-2.93958, -1.28112, -0.78658], [-2.45783, -2.93567, -0.36399], [-2.01123, -1.69641, -4.35712], [-0.35690, -1.03843, -4.32467], [-1.68658, -0.12699, -3.55580], [-0.93877, -4.28113, -3.14919], [-0.10045, -4.28323, -1.58014], [0.70884, -3.61639, -3.01654]], "atomic_forces_ev_per_a": [[-0.043, 0.127, -0.015], [0.013, -0.008, -0.046], [-0.059, -0.049, 0.074], [0.034, -0.014, 0.023], [0.030, 0.056, -0.073], [0.004, -0.024, 0.025], [-0.011, -0.044, -0.029], [0.017, 0.032, -0.009], [-0.005, 0.004, 0.014], [-0.001, -0.002, -0.010], [-0.002, 0.001, 0.001], [0.002, 0.015, -0.011], [0.021, -0.052, -0.005], [0.002, 0.004, 0.008], [-0.002, -0.012, 0.007], [0.001, 0.018, -0.003], [0.001, -0.001, 0.000], [0.001, 0.001, 0.002], [0.002, 0.000, 0.001], [-0.002, -0.005, 0.000], [-0.021, 0.003, -0.009], [0.043, -0.008, 0.010], [-0.017, 0.035, -0.011], [0.003, 0.012, -0.027], [0.026, -0.015, 0.002], [-0.009, 0.003, 0.000], [0.000, -0.009, 0.008], [-0.016, 0.002, 0.010], [0.006, 0.005, -0.003], [-0.001, -0.006, -0.001], [0.001, 0.003, 0.000], [0.001, 0.004, -0.009], [0.001, 0.013, 0.003], [-0.021, 0.008, -0.007], [-0.008, -0.024, 0.005], [-0.003, 0.009, 0.007], [0.016, -0.004, 0.007], [-0.001, 0.001, 0.003], [-0.001, -0.003, 0.000], [0.003, -0.003, 0.000], [0.001, -0.002, 0.003], [0.009, -0.004, 0.004], [-0.006, 0.000, -0.004], [0.000, 0.004, 0.002], [-0.010, -0.004, 0.009], [0.002, 0.009, -0.023], [0.003, -0.007, 0.018], [-0.023, -0.009, 0.023], [-0.023, 0.007, 0.003], [0.020, 0.006, -0.013], [0.066, -0.023, -0.036], [-0.013, 0.010, -0.014], [0.004, -0.037, 0.036], [-0.006, -0.002, 0.001], [-0.002, 0.000, 0.000], [0.010, -0.004, -0.003], [-0.001, 0.001, 0.002], [-0.015, 0.011, -0.007], [0.043, -0.035, 0.029], [0.013, 0.037, 0.008], [-0.028, -0.001, -0.018], [-0.053, -0.036, 0.032], [-0.004, -0.002, 0.007], [0.001, -0.003, -0.002], [-0.002, -0.005, -0.001], [-0.017, -0.009, 0.024], [0.006, 0.016, 0.007], [-0.001, 0.004, -0.032], [0.010, -0.009, -0.001], [0.004, 0.008, 0.005], [0.000, 0.002, -0.002]], "relative_energy_kj_mol": 0.0, "homo_energy_ev": -10.162, "gap_ev": 7.421, "max_force_ev_per_a": 0.135, "molar_mass_g_mol": 766.98, "multiplicity": 1, "total_charge": 1}